Record 1
59
Properties=species:S:1:pos:R:3:forces:R:3 method="wB97M-V/def2-TZVPD" gap_ev="3.346 / 3.294" spin_multiplicity=2 max_force_ev_per_a=3.71 total_charge=-2 total_energy_ha=-6338.0145
N -4.627609 11.799312 -15.932681 -0.0657 0.7825 -0.5209
H -5.617892 11.627127 -15.833777 -0.9213 -0.1118 -0.1755
H -4.451541 12.787215 -15.818040 0.0387 0.0294 0.1414
H -4.426037 11.491218 -16.873179 -0.6142 -0.5797 -1.7196
H -4.026776 11.146054 -15.450641 0.7975 -1.4843 1.5168
C -8.514820 8.136101 -14.120074 1.2212 0.1023 -0.8443
C -7.902569 9.509515 -14.615264 0.8456 -0.2557 -0.7464
O -6.788292 9.550790 -15.495204 -1.3129 -0.8187 1.4745
H -9.401820 8.287803 -13.505003 -0.1876 0.0759 -0.3567
H -7.882755 7.434423 -13.575785 0.6946 0.7269 0.6427
H -8.654907 7.480062 -14.979202 -0.8673 0.4116 -0.3865
H -7.756218 10.246938 -13.826030 0.1979 -0.1470 0.5147
H -8.634448 10.025249 -15.236938 -0.4843 0.0285 -0.2936
C -4.192658 9.810635 -20.624399 0.1013 0.3316 1.2898
C -4.612091 10.718150 -19.412665 -2.3064 -0.8309 0.6710
O -5.160292 10.141016 -18.292191 1.7048 -0.4504 -0.0670
H -5.085101 9.227077 -20.850480 0.1205 -0.1150 -0.3093
H -3.368194 9.148220 -20.360653 0.0598 -0.2554 0.1060
H -3.858584 10.437055 -21.451501 -0.1701 0.0751 -0.3411
H -5.494279 11.246656 -19.773927 0.0546 1.1078 -1.1766
H -3.848514 11.456701 -19.168520 0.9547 0.4680 -0.2222
C -5.964933 13.926945 -18.534799 -0.3529 1.2167 -0.7129
C -7.243023 13.940852 -17.694492 -0.0767 -3.2991 1.1042
O -7.365916 12.734501 -16.988428 0.2289 1.0290 0.1550
H -5.121673 13.589446 -17.932222 0.0374 0.0434 -0.1245
H -5.826197 14.942704 -18.905032 0.6103 0.9013 0.2836
H -5.961478 13.436508 -19.508226 -0.3883 -0.9842 0.4539
H -8.149423 14.038346 -18.292017 -0.2618 0.5642 -0.8710
H -7.238854 14.783330 -17.002891 0.2462 0.8751 0.1943
C -1.061666 10.331698 -15.190672 -0.4480 -0.9086 -0.4129
C -2.070079 9.123408 -15.024023 -1.3318 0.7587 0.4603
O -3.428184 9.465188 -15.060078 1.6047 0.6250 0.7187
H -0.009994 10.045297 -15.183168 0.2434 -0.4864 -0.2961
H -1.085987 11.066303 -14.385772 -0.7096 0.0337 0.1691
H -1.278821 10.816739 -16.142336 0.0369 0.2122 -0.0356
H -1.756205 8.589173 -14.127263 0.0380 0.1695 1.4831
H -1.896659 8.259897 -15.666184 0.5284 0.2624 -1.4536
Br -4.677607 16.087619 -15.766400 0.8894 -0.3140 -0.6620
C -2.954191 15.904997 -16.765378 -0.2276 0.0028 -0.6708
C -3.012808 16.830530 -17.987019 1.1944 0.6701 0.8239
Br -1.067719 17.032998 -18.743160 -1.5297 -0.2500 0.4889
H -2.769165 14.892057 -17.122912 -0.5583 -0.1588 0.3442
H -2.176648 16.137825 -16.037835 -0.1433 0.3492 -0.3004
H -3.240366 17.841793 -17.649887 0.0744 -0.0577 -0.2810
H -3.660789 16.546361 -18.816157 0.2799 -0.3406 0.2514
C -4.864728 7.801275 -10.770327 -1.1494 1.0230 3.2513
C -4.808349 8.669881 -11.837646 0.1644 -0.2227 -0.7823
C -4.434386 9.997181 -11.666601 0.1395 0.1196 -1.2473
C -4.240343 10.483042 -10.414689 -0.0357 2.4065 -0.5805
C -4.408358 9.718153 -9.329952 -0.0918 -2.5499 2.6944
C -4.707776 8.325321 -9.448677 0.6799 1.8690 -1.8607
N -3.993633 12.008580 -10.197068 0.9087 0.6198 0.6203
O -4.312108 12.829199 -11.043510 -0.0575 -1.4962 0.2907
O -3.431337 12.362898 -9.141673 -0.8752 -1.1650 -1.1132
H -5.364793 6.852254 -10.645116 0.3862 -0.5782 -1.3891
H -5.053563 8.366661 -12.844783 0.2366 -0.1166 -0.2083
H -4.282272 10.631865 -12.527079 -0.1677 -0.0762 -0.2898
H -4.288429 10.175154 -8.358788 -0.0289 -0.0330 0.1525
H -4.855655 7.676781 -8.597834 0.0452 0.1954 0.1546

=====

Record 2
65
Properties=species:S:1:pos:R:3:forces:R:3 method="wB97M-V/def2-TZVPD" gap_ev=9.702 max_force_ev_per_a=5.56 total_charge=+1 total_energy_ha=-2312.8736
C 3.779894 2.763595 5.373904 -0.2136 0.7304 -0.6062
C 3.269719 2.367485 3.883505 0.0236 -0.3590 0.2836
C 2.502066 0.958381 3.894324 3.4134 -2.4398 -0.0138
O 3.228518 -0.069477 3.751732 -3.7241 3.8510 0.4967
O 1.068910 0.850444 4.101432 1.9680 0.5319 -1.6592
C 0.612621 -0.067179 3.082449 0.8256 -1.8013 -0.9399
C -0.939095 -0.105840 2.755184 1.2591 -2.7065 0.2959
N -1.793453 1.062386 3.115961 0.2881 0.0558 -0.8446
O -2.986903 0.901159 2.409413 -1.4083 -0.3839 -0.5656
C -1.291713 2.428395 2.777963 1.1085 3.2203 -1.2687
C -1.587339 3.585449 3.844303 -0.0592 1.2414 -0.2793
C -1.100238 4.992981 3.184997 2.9462 1.7840 1.7336
O -0.194536 5.672651 3.740658 -3.9713 -2.9774 -2.5162
O -1.761682 5.447437 2.008848 1.0313 -1.4539 1.2101
B -2.265687 0.885340 4.583910 -2.5981 -0.0553 3.2204
N -1.438512 0.306313 5.674343 -1.0103 0.5324 -0.8667
O -3.631907 1.267420 4.888850 2.3396 -1.0855 -1.3093
H 4.013528 3.894022 5.324236 -0.2189 -1.8709 0.2505
H 4.738034 2.184873 5.638991 -1.6894 0.8417 -0.3696
H 2.961231 2.619788 6.156180 1.2074 0.0841 -1.0492
H 2.666297 3.200724 3.380776 0.6455 -1.2123 0.9660
H 4.228465 2.198643 3.261951 -1.8077 0.0748 0.8560
H 0.927086 -1.130582 3.419310 -0.7502 1.6365 -0.6466
H 1.185442 0.095694 2.088492 -1.0362 0.0617 1.6125
H -1.379154 -1.017558 3.323011 0.4891 1.6595 -0.8256
H -1.040820 -0.404693 1.647103 0.0201 1.0594 1.7311
H -2.803740 0.829878 1.437329 0.4429 -0.0013 0.3270
H -0.170712 2.496825 2.522490 -1.6705 -0.8404 0.7130
H -1.825081 2.756018 1.803853 0.7315 -0.8256 1.6492
H -0.962217 3.513307 4.812674 -1.0923 -0.0962 -1.5863
H -2.710014 3.756183 4.061120 1.7267 -0.6623 -0.2920
H -1.226705 5.214383 1.217708 -0.2700 0.4186 0.6945
H -1.795980 -0.651090 5.854247 0.6086 0.5041 -0.1274
H -1.687110 0.825555 6.542363 0.1640 -0.5018 -0.7545
H -4.228803 0.487750 4.819016 0.3624 0.8769 0.1486
C -0.094986 0.618915 -3.511262 0.2201 -0.1081 0.0040
C -0.507246 -0.835863 -3.281561 -0.0904 -0.0019 -0.3534
C -0.559212 -1.065311 -1.770813 0.0350 -0.5813 -0.1030
S -0.936981 0.521632 -1.037872 0.3837 -0.1600 -1.3100
O 0.200360 0.950129 -0.251189 -0.4528 0.0772 0.5996
O -2.283770 0.490135 -0.492255 0.0085 0.2436 1.0007
C -0.952565 1.446135 -2.562428 -0.0385 0.3345 -0.3440
H -0.239711 0.922227 -4.549757 0.0207 0.0111 0.1307
H 0.964411 0.745547 -3.266133 -0.0880 0.0276 -0.0623
H -1.498769 -1.006173 -3.714519 0.0541 0.0293 0.0711
H 0.183035 -1.531528 -3.760396 -0.1001 0.1522 0.2366
H -1.334205 -1.783209 -1.498918 0.0884 0.1263 0.1501
H 0.406311 -1.395588 -1.382855 -0.0791 0.1217 0.0438
H -0.561851 2.449627 -2.393555 -0.0889 -0.0673 0.1733
H -1.986832 1.498607 -2.910451 0.0423 -0.0121 0.1284
C 0.991351 -5.650442 -6.623252 -0.1382 -0.1307 0.0368
C 0.053046 -4.627036 -7.266120 -0.0112 -0.0939 -0.2641
C -0.172517 -3.508085 -6.247350 -0.5217 0.0504 -0.3040
S 1.294366 -3.461575 -5.223226 0.4020 -0.2545 -0.5064
O 0.928030 -3.842004 -3.876425 0.0905 0.3698 0.0305
O 2.036175 -2.253049 -5.507700 -0.2528 -0.0170 0.5351
C 2.119121 -4.840887 -5.996565 0.1665 -0.4226 -0.1602
H 1.370750 -6.367495 -7.353805 -0.0231 0.0651 0.0946
H 0.454821 -6.207976 -5.848615 0.0910 0.0145 -0.0524
H 0.522952 -4.216855 -8.165794 -0.0415 -0.0313 0.0951
H -0.893216 -5.080625 -7.568933 0.0902 0.0822 0.0285
H -0.304512 -2.540940 -6.734145 0.0701 -0.0100 0.2119
H -1.027884 -3.720059 -5.603047 0.1487 0.0332 0.0488
H 2.687268 -5.399215 -5.252872 -0.0191 0.2019 0.0498
H 2.789626 -4.442415 -6.761231 -0.0479 0.0589 0.1223

=====

Record 3
65
Properties=species:S:1:pos:R:3:forces:R:3 method="wB97M-V/def2-TZVPD" gap_ev=8.399 relative_energy_kj_mol=110.3 max_force_ev_per_a=2.32 total_energy_ha=-3569.5146
Zn -0.068196 -0.875118 0.376413 -0.8595 0.0189 -0.8294
C 0.979528 -1.907931 -2.500511 0.7996 1.3298 1.7188
O 1.035810 -0.504068 -2.796748 -1.2717 0.8293 -0.6451
O 0.450944 -2.024378 -1.278295 -0.3496 -0.8134 -0.1567
C 0.202095 -2.689463 -3.582959 -0.0869 -0.4138 0.5953
F 0.414900 -4.014951 -3.411790 0.1171 0.1112 -0.1005
F -1.126148 -2.519264 -3.486412 -0.0396 0.2995 -0.1537
F 0.560118 -2.398049 -4.846737 0.0416 0.1327 0.0786
C 2.028632 0.042195 -3.629574 1.0026 -0.0370 0.5514
C 1.712152 1.483615 -3.933976 -1.4737 0.9249 -0.6258
H 2.349396 2.024714 -4.635238 0.6451 -0.4904 0.2095
H 0.735085 1.629025 -4.412726 -0.1282 -0.4724 0.1248
H 1.639887 2.088542 -3.027458 0.2506 -0.1626 0.1384
H 2.215420 -0.580277 -4.506634 -0.0587 0.1939 -0.1323
H 2.954057 0.117209 -3.036339 0.2631 -0.5371 -0.1862
H 2.037472 -2.206813 -2.494552 0.1810 -0.6817 -0.5682
C -1.264301 1.630026 2.336001 0.5653 -0.2740 -1.9084
O -0.202654 2.617230 2.210246 -0.8365 0.2811 0.5246
O -0.851913 0.514249 1.739129 -0.1906 -0.9410 1.3518
C -1.760453 1.558637 3.801940 2.2313 0.1423 -0.3464
F -2.981782 1.033147 3.826565 -0.3441 0.1130 0.4832
F -0.949693 0.832443 4.599384 -0.2667 -0.5184 -0.0476
F -1.730029 2.790197 4.361917 -0.9799 -0.0962 -0.1286
C -0.667670 3.831232 1.675214 0.9734 0.6935 -1.8446
C 0.536976 4.675441 1.186809 -0.2953 0.1372 2.0311
H 1.199132 4.722848 2.058317 0.4330 -0.1213 -0.2960
H 1.063232 4.290240 0.320160 -0.1129 -0.1061 -0.0486
H 0.242037 5.718642 1.065494 -0.1642 -0.0878 -0.4828
H -1.297165 4.428227 2.336422 0.0338 -0.1535 0.2821
H -1.211172 3.662388 0.735254 -0.5739 -0.3721 0.2797
H -2.161411 1.993418 1.804968 -0.1102 0.6275 0.0464
C 3.078136 -2.288881 2.913533 -0.2483 -0.0220 0.4637
C 1.977221 -1.413707 2.331230 0.8299 1.5748 -0.0044
C 2.663175 -0.603064 1.217523 -0.5288 -1.9714 -0.9046
O 1.698238 0.069650 0.407594 1.6742 1.3515 0.7791
C 2.178014 1.389510 0.095827 -0.0581 -0.4591 -0.2450
N 0.821301 -2.158873 1.811155 1.2361 -1.1127 1.2940
H 2.789696 -2.868054 3.793078 -0.3168 -0.0962 -0.1772
H 3.930732 -1.704043 3.260963 0.0556 0.1062 -0.2873
H 3.388402 -2.961545 2.110857 0.2473 -0.1353 0.2008
H 1.575092 -0.639705 2.992300 0.0249 -0.3437 0.3790
H 3.132745 -1.328852 0.538749 0.2002 0.0105 0.0216
H 3.474588 -0.002030 1.622989 -0.3914 0.5388 0.0253
H 3.103322 1.287023 -0.476441 -0.0086 0.0295 -0.1201
H 2.396965 1.929602 1.014764 -0.3155 0.1759 0.0151
H 1.433030 1.884313 -0.517214 -0.1021 0.0725 0.1551
H 0.327891 -2.442273 2.658866 -0.5533 0.4842 -0.1868
H 1.206139 -3.071903 1.554130 -0.2130 0.2036 -0.8905
C -4.072831 -2.571503 -0.121832 0.3982 -0.0653 -0.0106
C -2.676771 -1.980327 -0.449540 -1.9827 -0.1841 -0.3600
C -2.826531 -0.538513 -0.861005 -0.5799 1.2707 0.8557
O -1.557974 0.075887 -0.911165 -0.3422 0.4725 -0.7942
C -1.543700 1.239216 -1.753527 0.4569 -1.1955 0.3281
N -1.772825 -2.047104 0.690669 -0.2268 -0.4272 -0.2597
H -3.986961 -3.639919 0.085229 0.0623 -0.0629 -0.1898
H -4.745362 -2.441214 -0.971110 -0.0639 -0.0248 0.0627
H -4.530548 -2.150366 0.775451 0.0777 0.3514 -0.0836
H -2.346505 -2.515284 -1.338924 0.8502 -0.1964 0.4317
H -3.453423 0.005038 -0.136582 0.2275 -0.0775 0.5890
H -3.425910 -0.326890 -1.751396 0.4835 -0.7604 -0.5992
H -1.806945 0.875982 -2.747272 -0.1405 0.4668 -0.1969
H -0.508281 1.566863 -1.772729 -0.0818 0.2227 -0.0138
H -2.218800 2.001708 -1.366840 -0.0435 0.1000 -0.0734
H -2.172842 -1.580231 1.500105 -0.1463 0.1787 -0.0102
H -1.612767 -3.013861 0.946279 0.1239 -0.0321 -0.1081

=====

Record 4
56
Properties=species:S:1:pos:R:3:forces:R:3 method="wB97M-V/def2-TZVPD" gap_ev=9.394 max_force_ev_per_a=0.27 total_energy_ha=-1570.0067
C -2.235374 1.534334 3.334439 0.0626 0.0318 0.0072
C -3.572683 0.892174 2.940843 0.0074 -0.0282 0.0481
C -3.409593 -0.307270 2.009583 0.0349 -0.0201 0.0018
C -2.657664 -1.485156 2.663614 -0.0021 0.0814 0.0314
C -1.292307 -1.778507 2.047638 0.0871 0.0350 -0.0369
C -1.353901 -2.187108 0.571284 -0.0169 0.0614 -0.0310
C -0.147345 -3.005906 0.107854 0.1762 -0.0994 0.0585
C 1.062388 -2.145197 -0.287005 -0.0729 0.1660 -0.0662
C 2.252498 -2.238786 0.657156 -0.0098 -0.0315 0.1569
O 3.031028 -1.053223 0.659657 -0.0421 -0.0350 -0.0616
C 2.565988 -0.092759 1.582617 0.1121 0.0187 0.0211
P 3.314062 1.541628 1.187824 -0.0964 0.0444 -0.0991
C 2.448818 2.468005 2.524391 -0.0510 -0.1023 0.0329
O 2.310997 1.861405 -0.118308 -0.1085 0.0709 0.1992
O 1.548458 -2.502536 -1.589194 0.1808 0.1666 0.1226
C 0.906555 -1.835456 -2.636953 -0.1330 -0.1751 0.1359
I 1.096543 -3.124720 -4.354346 0.0011 -0.0132 -0.0473
C 1.496809 -0.468559 -2.898327 0.1649 0.0484 -0.1145
C 0.859938 0.272452 -4.076892 0.0173 -0.0476 -0.0337
C 0.751894 1.774039 -3.855290 0.0721 0.0680 -0.0256
O -0.367482 2.260834 -4.567690 -0.0014 -0.0280 -0.0095
C -0.599910 3.626847 -4.329367 0.0333 0.0283 -0.0115
H -2.321295 2.616842 3.438647 -0.0327 -0.0305 0.0572
H -1.468625 1.344770 2.577975 -0.0500 0.0467 -0.0285
H -1.854137 1.149943 4.282000 0.0090 -0.0496 -0.0437
H -4.098206 0.562140 3.842636 -0.0288 0.0711 -0.0227
H -4.218568 1.635429 2.468032 0.0442 -0.0173 -0.0544
H -2.870399 0.021854 1.114728 -0.0371 -0.0038 0.0115
H -4.393678 -0.631998 1.663949 0.0131 0.0016 0.0287
H -2.519203 -1.273327 3.728873 -0.0334 -0.0253 -0.0206
H -3.264806 -2.393584 2.614138 0.0175 0.0132 -0.0293
H -0.655042 -0.892762 2.157214 0.0284 -0.0454 0.0045
H -0.801450 -2.574834 2.617184 -0.0712 -0.0130 0.0042
H -2.278814 -2.738795 0.376771 0.0580 -0.0918 0.1211
H -1.409436 -1.286544 -0.050346 -0.1218 -0.0596 -0.0238
H 0.154080 -3.694164 0.905774 -0.0809 -0.0626 -0.0692
H -0.405723 -3.635731 -0.745573 -0.0247 0.1115 -0.0499
H 0.758702 -1.089251 -0.299475 -0.0137 -0.0324 -0.0332
H 1.910016 -2.461747 1.676669 0.0055 0.0157 -0.0544
H 2.906509 -3.046351 0.325170 -0.0430 -0.0273 0.0035
H 2.866656 -0.364815 2.606381 -0.0483 0.0070 -0.0159
H 1.471709 0.007411 1.565673 0.0096 0.0007 -0.0724
H 1.363859 2.367984 2.436453 0.0272 0.0068 0.0166
H 2.719243 3.524172 2.499530 -0.0075 -0.0217 -0.0597
H 2.764679 2.077755 3.495265 0.0151 0.0068 -0.0172
H 2.309568 2.798942 -0.341643 0.1318 -0.0737 -0.0912
H -0.175192 -1.789475 -2.467363 0.0373 0.0488 -0.0500
H 2.574890 -0.596725 -3.018933 -0.0240 0.0606 -0.0359
H 1.364740 0.120130 -1.986837 -0.0046 -0.0330 0.1157
H 1.425504 0.072828 -4.988019 -0.0925 -0.0276 -0.0205
H -0.150488 -0.105388 -4.260506 -0.0155 0.0516 0.1013
H 1.656331 2.292141 -4.207629 0.0047 -0.0205 0.1001
H 0.642997 2.000683 -2.783532 -0.0765 -0.0236 -0.0378
H 0.271292 4.239950 -4.595436 -0.0201 -0.0362 -0.0118
H -1.444422 3.925288 -4.947584 0.0071 0.0180 0.0323
H -0.841007 3.810696 -3.273719 0.0021 -0.0056 -0.0329